The following is a DFT calculation (the ωB97M-V functional and the def2-TZVPD basis) of a structure of composition C39H46Br2N4O5PbSSi.

The calculation puts the energy relative to the best compared isomer or geometry (same formula, charge and spin) at 0.0000 eV. For the maximum force, the calculation gives 0.8 eV/Å. The total energy is -221424.7389 eV. The frontier orbital gap is 0.211 hartree. Its net charge is +2. As for the molar mass: 1078.0 g/mol. The value obtained for the HOMO energy is -13.2 eV.

Cartesian coordinates (Å):
Pb (0.80, -0.94, -0.75)
C (-1.05, -1.61, -4.66)
O (-1.63, -1.64, -3.34)
C (-2.22, -2.73, -2.91)
C (-2.43, -3.88, -3.70)
C (-3.06, -4.97, -3.16)
C (-3.52, -4.99, -1.82)
C (-3.33, -3.90, -1.04)
C (-2.69, -2.75, -1.57)
N (-2.53, -1.59, -0.86)
N (-2.99, -1.50, 0.26)
C (-2.87, -1.26, 1.50)
C (-1.50, -1.52, 2.14)
O (-0.54, -1.81, 1.46)
C (-1.42, -1.28, 3.56)
C (-2.48, -0.85, 4.26)
C (-3.80, -0.63, 3.68)
C (-4.87, -0.26, 4.48)
C (-6.14, -0.12, 3.94)
C (-6.34, -0.33, 2.58)
C (-5.28, -0.69, 1.77)
C (-4.01, -0.84, 2.31)
H (-1.84, -1.63, -5.41)
H (-0.37, -2.45, -4.79)
H (-0.51, -0.67, -4.71)
H (-2.11, -3.89, -4.73)
H (-3.23, -5.84, -3.79)
H (-4.03, -5.86, -1.44)
H (-3.69, -3.88, -0.02)
H (-0.44, -1.43, 4.01)
H (-2.37, -0.63, 5.32)
H (-4.71, -0.10, 5.54)
H (-6.97, 0.16, 4.57)
H (-7.33, -0.22, 2.16)
H (-5.44, -0.87, 0.71)
C (-0.36, 3.95, -1.61)
C (-0.17, 2.50, -2.03)
C (0.87, 2.38, -3.14)
C (-1.50, 1.89, -2.44)
O (0.31, 1.69, -0.91)
Si (1.28, 2.16, 0.36)
S (1.79, 0.31, 1.23)
O (2.53, 2.94, -0.31)
C (3.56, 3.77, 0.29)
C (3.93, 3.24, 1.67)
C (3.02, 5.19, 0.38)
C (4.75, 3.70, -0.65)
O (0.54, 3.16, 1.40)
C (-0.55, 3.01, 2.32)
C (-1.18, 4.39, 2.47)
C (0.01, 2.53, 3.65)
C (-1.58, 2.02, 1.77)
H (-0.74, 4.52, -2.46)
H (0.58, 4.40, -1.29)
H (-1.08, 4.03, -0.80)
H (0.58, 2.99, -4.00)
H (0.95, 1.34, -3.46)
H (1.84, 2.72, -2.78)
H (-1.98, 2.50, -3.21)
H (-2.17, 1.83, -1.58)
H (-1.36, 0.88, -2.83)
H (3.11, 3.37, 2.38)
H (4.80, 3.77, 2.06)
H (4.17, 2.17, 1.62)
H (2.12, 5.21, 1.01)
H (2.77, 5.56, -0.61)
H (3.76, 5.86, 0.82)
H (5.12, 2.67, -0.71)
H (5.56, 4.34, -0.29)
H (4.46, 4.03, -1.65)
H (-0.42, 5.11, 2.79)
H (-1.97, 4.38, 3.21)
H (-1.59, 4.73, 1.52)
H (0.72, 3.26, 4.04)
H (0.52, 1.57, 3.53)
H (-0.79, 2.41, 4.38)
H (-1.95, 2.35, 0.80)
H (-2.43, 1.94, 2.46)
H (-1.12, 1.03, 1.67)
Br (7.75, -2.42, -0.43)
C (5.94, -2.08, -0.71)
C (5.49, -0.79, -0.95)
C (4.13, -0.60, -1.09)
N (3.24, -1.60, -1.06)
C (3.68, -2.84, -0.86)
C (5.02, -3.13, -0.66)
C (2.65, -3.92, -0.82)
C (2.98, -5.25, -0.99)
C (1.97, -6.20, -0.95)
Br (2.37, -8.01, -1.19)
C (0.66, -5.80, -0.74)
C (0.43, -4.45, -0.59)
N (1.38, -3.52, -0.63)
H (6.17, 0.04, -0.99)
H (3.73, 0.40, -1.24)
H (5.36, -4.13, -0.45)
H (4.00, -5.56, -1.18)
H (-0.15, -6.51, -0.70)
H (-0.58, -4.08, -0.42)

---

The following is a DFT calculation (the ωB97M-V functional and the def2-TZVPD basis) of a structure of composition C39H46GeO5SSb3Tc.

The calculation puts the energy relative to the best compared isomer or geometry (same formula, charge and spin) at 0.8006 eV. For the maximum force, the calculation gives 0.8 eV/Å. The total energy is -140580.3344 eV. The frontier orbital gap (spin up / spin down) is 0.270 / 0.191 hartree. As for the expectation value of S²: 3.788. Its net charge is +1. The multiplicity is 4. As for the molar mass: 1162.7 g/mol. The value obtained for the HOMO energy (spin up / spin down) is -10.3 / -10.1 eV.

Cartesian coordinates (Å):
Tc (-0.28, 1.23, -0.62)
O (-2.34, 2.64, 4.95)
C (-1.76, 2.17, 4.02)
C (-2.13, 0.91, 3.21)
O (-2.67, -0.07, 3.66)
C (-1.54, 1.14, 1.88)
C (-0.69, 2.24, 1.92)
O (0.05, 2.58, 0.92)
C (-0.56, 2.74, 3.27)
O (0.42, 3.35, 3.70)
O (-1.60, 0.44, 0.78)
C (3.18, 2.72, 4.34)
Sb (2.44, 2.88, 2.33)
C (2.20, 0.75, 2.08)
C (4.51, 3.07, 1.35)
C (4.91, 1.80, 0.74)
C (5.63, 0.89, 1.53)
C (6.11, -0.30, 1.01)
C (5.89, -0.59, -0.33)
C (5.17, 0.29, -1.12)
C (4.64, 1.48, -0.61)
C (3.86, 2.37, -1.51)
Sb (1.88, 1.65, -2.11)
C (1.67, 2.89, -3.83)
C (2.46, -0.12, -3.15)
H (4.05, 2.07, 4.34)
H (2.39, 2.30, 4.96)
H (3.44, 3.70, 4.72)
H (2.93, 0.24, 2.70)
H (2.36, 0.47, 1.04)
H (1.20, 0.45, 2.40)
H (5.09, 3.32, 2.24)
H (4.46, 3.92, 0.68)
H (5.84, 1.14, 2.56)
H (6.68, -0.98, 1.63)
H (6.29, -1.49, -0.77)
H (5.03, 0.07, -2.17)
H (4.34, 2.46, -2.48)
H (3.70, 3.36, -1.11)
H (2.63, 2.92, -4.36)
H (1.37, 3.89, -3.55)
H (0.91, 2.45, -4.48)
H (3.24, 0.11, -3.88)
H (1.57, -0.49, -3.66)
H (2.81, -0.87, -2.45)
C (-3.97, 1.20, -2.41)
Ge (-3.17, 2.80, -1.62)
C (-3.65, 4.38, -2.66)
C (-3.76, 2.99, 0.24)
C (-1.20, 2.69, -1.79)
H (-5.05, 1.32, -2.50)
H (-3.77, 0.34, -1.77)
H (-3.55, 1.01, -3.39)
H (-4.73, 4.48, -2.73)
H (-3.25, 4.30, -3.67)
H (-3.25, 5.29, -2.20)
H (-4.81, 3.31, 0.25)
H (-3.18, 3.74, 0.77)
H (-3.70, 2.04, 0.76)
H (-0.79, 3.67, -1.50)
H (-1.01, 2.54, -2.86)
S (-0.70, -0.67, -1.89)
Sb (-1.48, -2.25, -0.32)
C (-1.52, -3.95, -1.58)
C (-2.44, -4.96, -1.33)
C (-2.49, -6.07, -2.17)
C (-1.61, -6.17, -3.24)
C (-0.69, -5.17, -3.48)
C (-0.64, -4.05, -2.65)
C (-3.46, -2.14, 0.39)
C (-4.44, -2.16, -0.59)
C (-5.77, -2.05, -0.21)
C (-6.10, -1.94, 1.14)
C (-5.11, -1.95, 2.11)
C (-3.77, -2.04, 1.74)
C (0.13, -2.58, 1.02)
C (0.02, -2.39, 2.39)
C (1.13, -2.63, 3.19)
C (2.33, -3.06, 2.62)
C (2.42, -3.23, 1.25)
C (1.32, -3.00, 0.44)
H (-3.13, -4.89, -0.50)
H (-3.21, -6.85, -1.98)
H (-1.65, -7.04, -3.89)
H (-0.01, -5.25, -4.32)
H (0.07, -3.26, -2.86)
H (-4.18, -2.26, -1.63)
H (-6.54, -2.04, -0.96)
H (-7.14, -1.86, 1.43)
H (-5.37, -1.87, 3.16)
H (-3.01, -2.02, 2.51)
H (-0.89, -2.05, 2.84)
H (1.05, -2.49, 4.26)
H (3.18, -3.26, 3.25)
H (3.35, -3.55, 0.80)
H (1.40, -3.14, -0.63)

---

The following is a DFT calculation (the ωB97M-V functional and the def2-TZVPD basis) of a structure of composition C39H47AsBIrN8.

The calculation puts the energy relative to the best compared isomer or geometry (same formula, charge and spin) at 0.5576 eV. For the maximum force, the calculation gives 1.6 eV/Å. The total energy is -117458.3258 eV. The frontier orbital gap (spin up / spin down) is 0.241 / 0.204 hartree. As for the expectation value of S²: 0.752. Its net charge is +3. The multiplicity is 2. As for the molar mass: 905.8 g/mol. The value obtained for the HOMO energy (spin up / spin down) is -15.9 / -15.9 eV.

Cartesian coordinates (Å):
Ir (0.20, -0.26, 1.10)
C (-4.68, 0.43, -1.11)
C (-3.42, -0.30, -0.84)
C (-3.05, -1.59, -1.19)
C (-1.78, -1.82, -0.64)
N (-1.39, -0.67, -0.05)
N (-2.39, 0.24, -0.15)
B (-2.29, 1.52, 0.75)
N (-2.11, 1.06, 2.23)
N (-1.09, 0.21, 2.52)
C (-1.12, -0.09, 3.83)
C (-2.15, 0.64, 4.41)
C (-2.77, 1.33, 3.37)
C (-3.94, 2.24, 3.42)
C (-0.24, -1.09, 4.42)
C (0.29, -0.92, 5.70)
C (1.10, -1.90, 6.25)
C (1.37, -3.07, 5.54)
C (0.81, -3.26, 4.28)
C (0.01, -2.28, 3.73)
N (-0.97, 2.23, 0.32)
N (0.20, 1.53, 0.26)
C (1.20, 2.38, -0.01)
C (0.67, 3.66, -0.08)
C (-0.70, 3.53, 0.12)
C (-1.75, 4.59, 0.15)
C (2.55, 1.94, -0.31)
C (3.59, 2.87, -0.43)
C (4.87, 2.47, -0.76)
C (5.14, 1.12, -0.99)
C (4.12, 0.19, -0.91)
C (2.84, 0.60, -0.58)
C (-1.00, -3.06, -0.69)
C (-1.39, -4.08, -1.56)
C (-0.70, -5.28, -1.60)
C (0.39, -5.50, -0.77)
C (0.79, -4.50, 0.11)
C (0.10, -3.30, 0.15)
H (-5.31, -0.15, -1.79)
H (-4.49, 1.41, -1.56)
H (-5.24, 0.59, -0.19)
H (-3.67, -2.30, -1.71)
H (-3.23, 2.23, 0.64)
H (-2.46, 0.61, 5.44)
H (-4.28, 2.35, 4.45)
H (-4.77, 1.83, 2.84)
H (-3.70, 3.22, 3.03)
H (0.10, 0.00, 6.26)
H (1.51, -1.76, 7.24)
H (1.98, -3.84, 5.99)
H (0.97, -4.19, 3.75)
H (-0.52, -2.48, 2.80)
H (1.18, 4.58, -0.31)
H (-1.35, 5.51, -0.28)
H (-2.04, 4.80, 1.18)
H (-2.64, 4.30, -0.41)
H (3.41, 3.93, -0.25)
H (5.66, 3.20, -0.83)
H (6.15, 0.81, -1.25)
H (4.31, -0.85, -1.12)
H (2.04, -0.15, -0.60)
H (-2.24, -3.94, -2.22)
H (-1.03, -6.05, -2.28)
H (0.91, -6.44, -0.79)
H (1.61, -4.68, 0.79)
H (0.42, -2.56, 0.88)
C (-1.77, 2.57, -4.87)
C (-1.29, 2.23, -3.46)
As (-0.32, 0.54, -3.43)
C (-1.32, -0.88, -4.32)
C (-0.53, -2.17, -4.48)
C (1.34, 0.76, -4.45)
C (2.28, 1.85, -3.96)
H (-2.26, 3.54, -4.84)
H (-2.51, 1.85, -5.23)
H (-0.95, 2.63, -5.58)
H (-2.11, 2.15, -2.75)
H (-0.59, 2.98, -3.07)
H (-1.57, -0.44, -5.29)
H (-2.25, -1.02, -3.77)
H (0.36, -2.04, -5.09)
H (-1.15, -2.91, -4.98)
H (-0.23, -2.59, -3.51)
H (0.94, 0.99, -5.44)
H (1.81, -0.21, -4.50)
H (1.78, 2.82, -3.87)
H (3.08, 1.97, -4.69)
H (2.73, 1.60, -3.01)
N (4.04, -1.51, 2.68)
C (3.81, -0.45, 3.52)
C (2.61, 0.05, 3.15)
N (2.11, -0.70, 2.11)
C (3.00, -1.63, 1.84)
H (4.85, -2.11, 2.69)
H (4.51, -0.16, 4.28)
H (2.06, 0.88, 3.56)
H (2.93, -2.39, 1.08)

---

The following is a DFT calculation (the ωB97M-V functional and the def2-TZVPD basis) of a structure of composition C39H48CaN10OSiTe.

The calculation puts the energy relative to the best compared isomer or geometry (same formula, charge and spin) at 0.0000 eV. For the maximum force, the calculation gives 0.1 eV/Å. The total energy is -91784.7970 eV. The frontier orbital gap (spin up / spin down) is 0.157 / 0.141 hartree. Its net charge is -2. As for the molar mass: 868.6 g/mol. The value obtained for the HOMO energy (spin up / spin down) is -0.7 / -0.3 eV.

Cartesian coordinates (Å):
Ca (1.15, -0.55, 0.58)
N (-1.82, 1.25, 1.38)
C (-1.26, 1.90, 0.27)
C (-1.81, 3.12, -0.11)
C (-1.31, 3.76, -1.22)
C (-0.27, 3.16, -1.93)
C (0.23, 1.97, -1.46)
N (-0.23, 1.35, -0.37)
C (-2.13, -0.10, 1.49)
C (-3.16, -0.46, 2.38)
C (-3.51, -1.79, 2.46)
C (-2.84, -2.73, 1.67)
C (-1.82, -2.27, 0.86)
N (-1.45, -0.99, 0.78)
H (-2.42, 1.84, 1.93)
H (-2.66, 3.53, 0.42)
H (-1.76, 4.69, -1.55)
H (0.14, 3.61, -2.82)
H (1.06, 1.48, -1.96)
H (-3.65, 0.29, 2.97)
H (-4.30, -2.10, 3.13)
H (-3.09, -3.78, 1.70)
H (-1.25, -2.95, 0.24)
C (0.59, -2.81, 3.94)
C (0.92, -3.59, 2.70)
C (1.01, -4.97, 2.70)
C (1.23, -5.61, 1.47)
C (1.33, -4.89, 0.31)
C (1.19, -3.46, 0.36)
N (1.06, -2.87, 1.58)
N (1.15, -2.64, -0.68)
Si (1.06, -2.95, -2.35)
C (2.58, -3.80, -3.06)
C (-0.44, -4.02, -2.78)
C (0.87, -1.30, -3.20)
H (0.81, -3.38, 4.84)
H (-0.48, -2.57, 3.93)
H (1.13, -1.87, 3.95)
H (0.90, -5.53, 3.62)
H (1.32, -6.69, 1.43)
H (1.48, -5.37, -0.64)
H (2.76, -4.78, -2.61)
H (3.47, -3.19, -2.89)
H (2.48, -3.95, -4.14)
H (-0.41, -4.98, -2.27)
H (-0.50, -4.21, -3.86)
H (-1.36, -3.51, -2.48)
H (1.73, -0.67, -2.98)
H (-0.03, -0.78, -2.85)
H (0.79, -1.40, -4.29)
N (8.12, 1.00, -2.66)
C (7.06, 0.82, -2.24)
C (5.77, 0.61, -1.72)
C (5.27, -0.70, -1.43)
C (4.01, -0.86, -0.93)
N (3.14, 0.17, -0.67)
C (3.63, 1.42, -0.93)
C (4.87, 1.68, -1.44)
H (5.89, -1.58, -1.60)
H (3.64, -1.85, -0.73)
H (2.97, 2.24, -0.70)
H (5.17, 2.71, -1.61)
N (-3.10, 7.31, -4.61)
C (-3.49, 6.56, -3.81)
C (-3.96, 5.68, -2.83)
C (-4.37, 6.12, -1.51)
C (-4.87, 5.17, -0.65)
C (-4.96, 3.83, -1.02)
N (-4.52, 3.39, -2.26)
C (-4.06, 4.29, -3.09)
H (-4.29, 7.16, -1.22)
H (-5.20, 5.46, 0.34)
H (-5.35, 3.07, -0.36)
H (-3.72, 3.93, -4.06)
C (-4.10, -1.84, -2.13)
Te (-3.97, 0.30, -2.01)
C (-5.56, 0.57, -3.41)
H (-3.76, -2.19, -3.10)
H (-5.13, -2.15, -1.96)
H (-3.47, -2.26, -1.35)
H (-6.48, 0.17, -3.00)
H (-5.31, 0.06, -4.34)
H (-5.64, 1.64, -3.55)
O (-1.60, 1.25, 4.57)
C (-0.51, 1.09, 4.07)
N (0.56, 0.92, 3.62)
C (4.14, 1.12, 2.48)
C (2.99, 1.01, 3.48)
C (3.02, 2.24, 4.39)
C (3.21, -0.24, 4.34)
C (1.68, 0.90, 2.68)
H (5.10, 1.25, 3.00)
H (4.00, 1.97, 1.81)
H (4.22, 0.23, 1.86)
H (3.96, 2.30, 4.96)
H (2.19, 2.22, 5.10)
H (2.92, 3.16, 3.80)
H (4.16, -0.16, 4.90)
H (3.25, -1.13, 3.72)
H (2.40, -0.36, 5.07)
H (1.59, 1.86, 2.14)